Entry 1:
20
Properties=species:S:1:pos:R:3 method="wB97M-V/def2-TZVPD" relative_energy_kj_mol=285.4 homo_lumo_gap_ha=0.35812 e_homo_ev=-8.86 multiplicity=1 largest_force_ev_per_a=1.078 smiles="C#CC#CC.C=CC#CC" total_energy_ha=-386.82465
C -1.0393 2.0792 1.1233
C -1.8086 1.2318 0.7548
C -2.7029 0.2542 0.3341
C -3.4778 -0.5939 -0.0297
C -4.4161 -1.6200 -0.4725
H -0.3535 2.8191 1.4182
H -4.2841 -1.8252 -1.5403
H -4.2525 -2.5508 0.0747
H -5.4435 -1.2956 -0.3036
C 3.4282 -2.0637 0.7874
C 3.6815 -1.0928 -0.0829
C 2.8199 0.0511 -0.2819
C 2.1317 1.0119 -0.4662
C 1.2758 2.1848 -0.6865
H 4.1099 -2.9125 0.9008
H 2.5433 -2.0576 1.4188
H 4.5875 -1.1193 -0.6967
H 0.2771 1.8762 -1.0307
H 1.2160 2.7791 0.2378
H 1.7073 2.8440 -1.4590

Entry 2:
25
Properties=species:S:1:pos:R:3 method="wB97M-V/def2-TZVPD" homo_lumo_gap_ha=0.25645 e_homo_ev=-4.34 multiplicity=1 largest_force_ev_per_a=4.233 total_energy_ha=-820.58254 total_charge=-1
C 2.5344 -0.4329 -0.3470
C 2.5140 -0.2203 1.0646
C 2.1501 1.1401 1.3046
C 1.9362 1.7710 0.0353
C 2.1810 0.7962 -0.9866
Bi -0.5487 0.0972 0.2990
C -0.7875 -2.3669 0.6302
C -0.6748 -2.5651 -0.7834
C -0.3444 -3.5919 -1.5910
N -1.0557 -0.9870 -1.5690
H 2.1327 1.6354 2.2742
H 2.8151 -0.9446 1.8189
H 1.7406 2.8296 -0.1280
H 2.2120 0.9864 -2.0575
H 2.8577 -1.3412 -0.8509
H 0.0152 -2.7367 1.2806
H -0.1911 -0.9223 -2.1440
H -1.7927 -2.3370 1.0702
H -0.1525 -4.5683 -1.1438
H -0.2701 -3.4583 -2.6721
N -2.5456 1.4079 0.2649
C -3.1535 2.3658 0.6062
N -3.9891 3.2524 0.9506
C -3.8117 4.5214 1.2099
N -3.7714 5.6692 1.4643